Model P:
{
  "formula": "C9H14",
  "method": "wB97M-V/def2-TZVPD",
  "elements": ["C", "C", "C", "C", "C", "C", "C", "C", "C", "H", "H", "H", "H", "H", "H", "H", "H", "H", "H", "H", "H", "H", "H"],
  "xyz": [[0.25410, -1.06471, 2.05414], [-0.89213, -0.99575, -0.52334], [-1.63006, -0.70034, 0.58258], [1.12154, -1.26912, 1.02330], [0.47277, -1.40425, -0.27265], [1.38529, -1.71282, -1.53546], [0.59163, 2.19547, -0.56387], [-0.97468, 2.30412, -0.49205], [-1.08293, -0.75351, 1.85845], [2.32101, -2.13499, -1.07707], [-1.35668, 2.23862, 0.49853], [-2.69153, -0.57874, 0.41222], [1.66539, -0.84422, -2.07525], [-1.15470, 3.34131, -0.64010], [-1.58233, 1.73761, -1.12096], [2.17350, -1.44416, 1.27441], [1.06913, 1.17121, -0.58553], [0.80254, 2.61124, 0.43222], [0.53203, -1.03859, 3.13818], [1.03350, -2.58689, -2.16983], [-1.73518, -0.72029, 2.72517], [1.04221, 2.68374, -1.45434], [-1.36444, -1.03493, -1.48874]],
  "lowdin_charge": [-0.13, -0.07, -0.13, -0.06, -0.21, -0.06, -0.13, -0.16, -0.10, 0.07, 0.05, 0.11, 0.04, 0.05, 0.03, 0.11, 0.05, 0.06, 0.12, 0.09, 0.10, 0.07, 0.11],
  "smiles": "Cc1ccccc1.CC",
  "e_lumo_ev": 1.09,
  "orbital_gap_ev": 9.92
}

***

Model Q:
{
  "formula": "C9H14",
  "method": "wB97M-V/def2-TZVPD",
  "elements": ["C", "C", "C", "C", "C", "C", "C", "C", "C", "H", "H", "H", "H", "H", "H", "H", "H", "H", "H", "H", "H", "H", "H"],
  "xyz": [[-0.32880, 2.25556, -2.08324], [0.04190, -1.72924, -1.65876], [0.82348, -1.14531, 1.97373], [-1.10940, -0.40212, 0.14480], [-0.12208, -1.25844, -0.24016], [-0.00792, 0.02750, 2.16252], [-1.05188, 0.37340, 1.28073], [0.82559, 2.54042, -0.98982], [0.83032, -1.70226, 0.68029], [-0.44693, 3.01139, -2.82081], [1.44103, -1.61555, 2.71356], [-2.01067, -0.28237, -0.55357], [-1.36118, 2.23941, -1.65669], [-0.01724, -0.83343, -2.34187], [0.64255, 3.48910, -0.48858], [-0.21600, 1.25580, -2.48412], [-0.07046, 0.49008, 3.14393], [-1.74384, 1.18881, 1.68814], [1.70586, -2.20960, 0.25924], [0.70202, 1.87869, -0.13006], [-0.82914, -2.47627, -1.90544], [0.97785, -2.20943, -1.74296], [1.81890, 2.31638, -1.30141]],
  "lowdin_charge": [-0.13, -0.05, -0.05, -0.11, -0.33, -0.09, -0.11, -0.12, -0.06, 0.03, 0.09, 0.14, 0.06, 0.07, 0.06, 0.02, 0.09, 0.13, 0.11, 0.03, 0.12, 0.05, 0.04],
  "smiles": "Cc1ccccc1.CC",
  "e_lumo_ev": 1.00,
  "orbital_gap_ev": 9.88
}

***

Model R:
{
  "formula": "C9H14",
  "method": "wB97M-V/def2-TZVPD",
  "elements": ["C", "C", "C", "C", "C", "C", "C", "C", "C", "H", "H", "H", "H", "H", "H", "H", "H", "H", "H", "H", "H", "H", "H"],
  "xyz": [[-1.42452, -0.37264, -0.03260], [1.60297, 0.08595, 2.44718], [-1.24694, 0.16131, -1.30470], [-1.92892, 1.42418, -1.74906], [0.05879, -2.18458, -0.51915], [-0.30928, -0.43299, -2.14686], [0.30934, -1.60606, -1.77070], [1.66710, 1.44385, 1.75066], [-0.81275, -1.56866, 0.34970], [-2.40724, 1.28163, -2.72128], [2.14672, 1.31655, 0.77319], [0.68569, 1.82322, 1.46109], [0.51705, -3.13984, -0.30953], [-1.16820, 2.17963, -1.96589], [2.14024, 2.25267, 2.31153], [1.39659, 0.13170, 3.52041], [1.08686, -2.12578, -2.32658], [-0.83942, -1.76072, 1.41675], [-2.60507, 1.84955, -1.01526], [-2.18319, 0.09019, 0.58632], [0.80623, -0.50897, 2.01388], [-0.05489, 0.06436, -3.07279], [2.56285, -0.40455, 2.30368]],
  "lowdin_charge": [-0.06, -0.15, -0.29, -0.06, -0.10, -0.06, -0.09, -0.17, -0.11, 0.08, 0.06, 0.05, 0.10, 0.08, 0.06, 0.06, 0.10, 0.10, 0.07, 0.11, 0.02, 0.11, 0.06],
  "smiles": "Cc1ccccc1.CC",
  "e_lumo_ev": 1.01,
  "orbital_gap_ev": 10.05
}

***

Model S:
{
  "formula": "C9H14",
  "method": "wB97M-V/def2-TZVPD",
  "elements": ["C", "C", "C", "C", "C", "C", "C", "C", "C", "H", "H", "H", "H", "H", "H", "H", "H", "H", "H", "H", "H", "H", "H"],
  "xyz": [[1.20438, -0.23204, 1.72966], [-0.15290, 0.36931, -2.17211], [1.50758, 1.10091, 2.06228], [0.54865, 2.10330, 1.92309], [-0.38163, -0.95601, -2.89385], [-1.05288, 0.51687, 1.02249], [0.01597, -0.52819, 1.17086], [-0.34781, -1.95584, 0.82041], [-0.65611, 1.77887, 1.30748], [-0.07393, -1.75728, -2.15195], [-1.47410, 2.53067, 1.24539], [0.40436, -1.13092, -3.56508], [2.54958, 1.17233, 2.62379], [-2.03410, 0.38836, 0.61451], [2.07935, -0.87344, 1.81891], [-1.31438, -0.90531, -3.46847], [-0.32609, -1.88338, -0.21589], [-1.36312, -2.23144, 1.35620], [0.81128, 3.13174, 2.06701], [-0.36127, 1.03102, -2.99813], [0.28903, -2.83666, 1.08731], [0.87071, 0.70337, -2.16777], [-0.74259, 0.46376, -1.21612]],
  "lowdin_charge": [-0.09, -0.16, -0.09, -0.10, -0.16, -0.06, -0.27, -0.06, -0.13, 0.07, 0.12, 0.04, 0.14, 0.11, 0.11, 0.08, 0.01, 0.12, 0.09, 0.05, 0.09, 0.06, 0.05],
  "smiles": "Cc1ccccc1.CC",
  "e_lumo_ev": 1.04,
  "orbital_gap_ev": 9.88
}

***

Most stable = model R

***

Model P:
{
  "formula": "C9H14",
  "method": "wB97M-V/def2-TZVPD",
  "elements": ["C", "C", "C", "C", "C", "C", "C", "C", "C", "H", "H", "H", "H", "H", "H", "H", "H", "H", "H", "H", "H", "H", "H"],
  "xyz": [[-3.76525, -1.14253, -0.05907], [-2.85285, -2.38788, -0.25390], [0.34185, 0.56387, -1.01962], [1.86971, 1.28657, 0.67570], [2.91606, 0.71060, -0.09261], [2.14863, 1.71094, 2.08300], [0.57541, 1.27960, 0.17210], [1.38376, 0.11997, -1.78444], [2.70760, 0.23366, -1.37092], [3.59664, -0.07340, -1.90308], [3.08440, 2.26273, 2.21035], [3.89214, 0.81432, 0.36953], [1.14652, -0.27831, -2.76392], [-0.24236, 1.78826, 0.66151], [-3.66587, -0.36217, -0.81372], [-2.70261, -2.56702, -1.31589], [-3.40348, -0.62329, 0.83342], [1.38506, 2.37634, 2.48428], [-0.67155, 0.29980, -1.29611], [-3.29738, -3.21008, 0.29415], [-4.79959, -1.45220, 0.05583], [-1.88223, -2.13790, 0.17368], [2.23537, 0.78812, 2.65973]],
  "lowdin_charge": [-0.17, -0.16, -0.10, -0.29, -0.06, -0.06, -0.04, -0.11, -0.08, 0.10, 0.08, 0.11, 0.10, 0.11, 0.05, 0.06, 0.06, 0.08, 0.10, 0.06, 0.05, 0.05, 0.09],
  "smiles": "Cc1ccccc1.CC",
  "e_lumo_ev": 0.98,
  "orbital_gap_ev": 9.93
}

***

Model Q:
{
  "formula": "C9H14",
  "method": "wB97M-V/def2-TZVPD",
  "elements": ["C", "C", "C", "C", "C", "C", "C", "C", "C", "H", "H", "H", "H", "H", "H", "H", "H", "H", "H", "H", "H", "H", "H"],
  "xyz": [[-0.62246, -0.95826, -1.35187], [-1.90274, -1.01631, -0.83275], [-0.27806, 2.98420, 1.24358], [-0.84945, -1.87190, 1.20081], [0.66769, 2.48727, 0.13712], [0.53653, -1.44184, -0.75792], [1.92810, -1.42588, -1.35483], [-1.93312, -1.51625, 0.46187], [0.41748, -1.94034, 0.54396], [1.96434, -1.80485, -2.36533], [-0.03728, 2.56090, 2.21923], [0.35572, 2.60730, -0.87427], [-0.56505, -0.46345, -2.31737], [0.70786, 1.41314, 0.38883], [2.54038, -2.03604, -0.72007], [1.25092, -2.38372, 1.06707], [1.64498, 2.94470, 0.29568], [2.33229, -0.42499, -1.36709], [-0.07222, 4.04247, 1.48304], [-2.93981, -1.63071, 0.93498], [-1.33951, 2.90895, 1.02893], [-0.95701, -2.11646, 2.25643], [-2.84959, -0.91795, -1.32002]],
  "lowdin_charge": [-0.08, -0.08, -0.18, -0.09, -0.16, -0.28, -0.04, -0.14, -0.04, 0.07, 0.06, 0.05, 0.11, 0.05, 0.06, 0.10, 0.06, 0.07, 0.06, 0.11, 0.06, 0.10, 0.10],
  "smiles": "Cc1ccccc1.CC",
  "e_lumo_ev": 1.03,
  "orbital_gap_ev": 10.13
}

***

Model R:
{
  "formula": "C9H14",
  "method": "wB97M-V/def2-TZVPD",
  "elements": ["C", "C", "C", "C", "C", "C", "C", "C", "C", "H", "H", "H", "H", "H", "H", "H", "H", "H", "H", "H", "H", "H", "H"],
  "xyz": [[0.65582, 1.49985, -0.95336], [-0.66514, 1.76335, -1.12507], [-0.58946, -0.03464, 1.68071], [-1.17216, -1.32043, 2.28212], [-1.58673, 0.73237, -1.34809], [2.58562, 0.00245, -0.75743], [1.22772, 0.27992, -1.04875], [0.28351, -0.81567, -1.22270], [-1.10222, -0.58841, -1.38858], [-2.61591, 0.74679, -1.52457], [-0.99309, 0.28369, 0.75180], [2.65478, -1.05181, -1.12919], [-1.35019, -1.33843, 3.33542], [-2.16158, -1.52338, 1.91565], [-0.67081, 0.81216, 2.41172], [0.62439, -1.80955, -1.06185], [3.41063, 0.67285, -1.05612], [1.38586, 2.29454, -0.87256], [0.51518, -0.05226, 1.44820], [-1.06737, 2.75846, -1.22846], [2.91226, 0.13779, 0.31059], [-0.41071, -2.00326, 2.16864], [-1.87040, -1.44638, -1.58811]],
  "lowdin_charge": [-0.09, -0.09, -0.16, -0.13, -0.11, -0.08, -0.34, -0.03, -0.10, 0.08, -0.01, 0.10, 0.05, 0.06, 0.08, 0.09, 0.09, 0.12, 0.07, 0.11, 0.10, 0.03, 0.14],
  "smiles": "Cc1ccccc1.CC",
  "e_lumo_ev": 1.00,
  "orbital_gap_ev": 9.85
}

***

Most stable = model P

***

Model P:
{
  "formula": "C9H14",
  "method": "wB97M-V/def2-TZVPD",
  "elements": ["C", "C", "C", "C", "C", "C", "C", "C", "C", "H", "H", "H", "H", "H", "H", "H", "H", "H", "H", "H", "H", "H", "H"],
  "xyz": [[0.22650, -0.48644, 1.74365], [-1.83169, -1.00973, 0.37942], [1.75987, -2.03866, -0.07144], [2.32933, -1.38327, 1.02085], [0.43882, -1.70624, -0.35763], [0.09637, 1.92348, -1.58780], [-0.33276, -1.15573, 0.68137], [-1.31369, 2.41738, -1.17290], [1.64235, -0.55615, 1.87670], [-0.28087, 0.15456, 2.45090], [-2.31239, -1.98341, 0.27521], [0.76787, 2.64959, -1.13727], [-1.29908, 3.35356, -0.61237], [0.18340, 0.95425, -1.08338], [2.26557, -2.76476, -0.69059], [3.40453, -1.41540, 1.19197], [-0.14107, -1.98959, -1.22849], [-2.04902, 2.41871, -1.97269], [1.99164, 0.09796, 2.66475], [-1.79853, -0.41392, -0.53334], [-2.42858, -0.51032, 1.13952], [-1.62636, 1.76119, -0.35399], [0.30781, 1.68295, -2.62245]],
  "lowdin_charge": [-0.05, -0.05, -0.07, -0.12, -0.07, -0.14, -0.30, -0.16, -0.08, 0.11, 0.08, 0.06, 0.06, 0.03, 0.10, 0.10, 0.11, 0.06, 0.10, 0.06, 0.07, 0.04, 0.06],
  "smiles": "Cc1ccccc1.CC",
  "e_lumo_ev": 1.03,
  "orbital_gap_ev": 10.02
}

***

Model Q:
{
  "formula": "C9H14",
  "method": "wB97M-V/def2-TZVPD",
  "elements": ["C", "C", "C", "C", "C", "C", "C", "C", "C", "H", "H", "H", "H", "H", "H", "H", "H", "H", "H", "H", "H", "H", "H"],
  "xyz": [[-0.92937, 1.22250, 1.98054], [1.94005, -1.12213, -1.95957], [-0.98612, 0.22340, -0.65888], [-0.87553, -0.17427, 1.77874], [-0.72998, -2.12391, 0.32696], [-0.89492, -0.64552, 0.49113], [-1.05179, 1.62274, -0.39796], [-1.09472, 2.09587, 0.89898], [3.15599, -0.32693, -1.46313], [3.11616, 0.76781, -1.91731], [1.15537, -0.69715, -1.31056], [0.40741, -2.32448, 0.18632], [1.88199, -0.97868, -3.14591], [-0.51538, -0.75568, 2.60273], [2.10687, -2.13722, -1.79833], [4.08984, -0.63767, -1.75142], [-1.14849, -2.55414, 1.19736], [-1.28969, -2.36171, -0.61676], [-1.03478, -0.26850, -1.65256], [-0.82410, 1.69488, 2.95808], [3.30652, 0.09477, -0.37996], [-1.26677, 2.25466, -1.25566], [-1.18663, 3.27262, 0.90314]],
  "lowdin_charge": [-0.08, -0.16, -0.05, -0.06, -0.06, -0.32, -0.11, -0.12, -0.20, 0.09, 0.02, 0.11, 0.12, 0.11, 0.02, 0.00, 0.06, 0.09, 0.11, 0.10, 0.09, 0.10, 0.14],
  "smiles": "Cc1ccccc1.CC",
  "e_lumo_ev": 1.02,
  "orbital_gap_ev": 9.95
}

***

Model R:
{
  "formula": "C9H14",
  "method": "wB97M-V/def2-TZVPD",
  "elements": ["C", "C", "C", "C", "C", "C", "C", "C", "C", "H", "H", "H", "H", "H", "H", "H", "H", "H", "H", "H", "H", "H", "H"],
  "xyz": [[-1.56010, -0.90720, 0.44252], [-1.40756, -0.54728, 1.76013], [-1.19168, 0.79011, 2.04746], [-1.30910, 1.37162, -0.29841], [-1.09983, 1.73483, 1.02319], [-1.18567, 2.42045, -1.37823], [2.44660, -0.89460, -0.43803], [-1.52626, 0.02595, -0.59662], [2.47236, -2.43984, -0.39990], [-0.33905, 3.08576, -1.20887], [-1.07214, 1.13777, 3.06222], [2.11408, -0.55870, -1.42199], [2.34131, -2.87049, -1.38611], [-1.67506, -1.92681, 0.09734], [1.61604, -2.82960, 0.15866], [-1.45550, -1.28812, 2.54487], [-2.07056, 3.05194, -1.45129], [1.75226, -0.47601, 0.28302], [-1.06782, 1.98487, -2.37527], [3.43650, -0.51312, -0.21392], [3.38628, -2.83273, 0.03328], [-1.72039, -0.27443, -1.61765], [-0.88473, 2.75563, 1.33359]],
  "lowdin_charge": [-0.10, -0.10, -0.09, -0.28, -0.06, -0.06, -0.16, -0.05, -0.16, 0.08, 0.10, 0.06, 0.05, 0.10, 0.05, 0.10, 0.08, 0.05, 0.07, 0.05, 0.05, 0.11, 0.11],
  "smiles": "Cc1ccccc1.CC",
  "e_lumo_ev": 1.03,
  "orbital_gap_ev": 10.18
}

***

Most stable = model R